[1]
{
  "formula": "C5H10IN",
  "method": "wB97M-V/def2-TZVPD",
  "e_homo_ev": [-7.127, -7.650],
  "max_force_ha_per_bohr": 0.089,
  "e_above_lowest_kj_mol": 376.6,
  "orbital_gap_ev": [6.73, 7.59],
  "spin_multiplicity": 1,
  "symbols": ["C", "C", "C", "C", "C", "N", "I", "H", "H", "H", "H", "H", "H", "H", "H", "H", "H"],
  "coordinates": [[0.39, 0.85, 1.04], [-0.64, 1.21, 2.00], [-1.07, -0.56, -2.00], [2.35, -0.04, 0.08], [-0.77, -1.14, -0.63], [1.58, 0.90, 0.87], [-2.71, -1.18, 0.45], [-1.30, 1.97, 1.54], [-0.20, 1.49, 2.94], [-1.51, 0.50, 2.00], [-0.06, -0.25, -2.38], [-1.68, -1.25, -2.80], [-1.58, 0.32, -1.97], [1.66, -0.76, -0.23], [3.31, -0.43, 0.54], [2.69, 0.64, -0.79], [-0.45, -2.26, -0.66]],
  "mulliken_charge": [0.768, -0.933, -0.884, -0.474, -0.663, -0.315, -0.137, 0.315, 0.311, 0.054, 0.259, 0.260, 0.414, 0.167, 0.268, 0.240, 0.350]
}

[2]
{
  "formula": "C3H6S2",
  "method": "wB97M-V/def2-TZVPD",
  "e_homo_ev": -8.790,
  "max_force_ha_per_bohr": 0.072,
  "smiles": "CSCC=S",
  "e_above_lowest_kj_mol": 134.1,
  "orbital_gap_ev": 8.35,
  "spin_multiplicity": 1,
  "symbols": ["C", "C", "C", "H", "H", "H", "H", "H", "H", "S", "S"],
  "coordinates": [[-2.06, 1.22, 0.05], [-0.07, -0.74, 0.54], [1.13, -0.52, -0.39], [-2.10, 1.44, 1.13], [-3.00, 1.39, -0.32], [-1.42, 2.06, -0.50], [0.11, -0.36, 1.56], [-0.04, -1.81, 0.77], [0.91, -0.79, -1.47], [-1.72, -0.50, -0.17], [2.44, 0.39, 0.02]],
  "mulliken_charge": [-0.804, -0.596, -0.215, 0.271, 0.332, 0.259, 0.380, 0.322, 0.295, -0.045, -0.199]
}

[3]
{
  "formula": "C13H25N3O8P",
  "method": "wB97M-V/def2-TZVPD",
  "e_homo_ev": -5.641,
  "max_force_ha_per_bohr": 0.093,
  "e_above_lowest_kj_mol": 69.6,
  "orbital_gap_ev": 8.01,
  "spin_multiplicity": 1,
  "total_charge": -1,
  "symbols": ["O", "O", "O", "O", "O", "O", "O", "O", "C", "C", "C", "C", "N", "N", "N", "C", "C", "C", "C", "C", "C", "C", "C", "C", "P", "H", "H", "H", "H", "H", "H", "H", "H", "H", "H", "H", "H", "H", "H", "H", "H", "H", "H", "H", "H", "H", "H", "H", "H", "H"],
  "coordinates": [[-1.78, -4.06, 3.82], [-0.13, 1.52, 0.23], [5.41, 0.85, 0.08], [-1.83, -5.26, -0.48], [0.14, 5.43, -0.07], [0.88, -0.11, -0.85], [4.60, -0.50, -1.58], [2.12, 6.24, 0.02], [-2.28, -3.57, 2.82], [-0.03, 0.32, -0.10], [4.67, 0.65, -0.87], [-2.38, -4.17, -0.59], [-3.27, -3.99, -1.56], [2.74, 1.22, -2.36], [-1.59, -3.48, 1.69], [-3.70, -3.05, 2.88], [-4.05, -2.78, -1.85], [-1.07, -0.67, 0.45], [3.77, 1.78, -1.44], [3.08, 2.60, -0.33], [-1.02, -2.05, -0.23], [1.59, 4.26, 1.91], [2.07, 3.62, -0.91], [-2.05, -3.00, 0.38], [1.46, 4.86, 0.24], [3.84, -0.33, -2.17], [1.24, 6.62, -0.18], [-3.40, -4.79, -2.16], [2.22, 1.98, -2.80], [2.07, 0.65, -1.81], [-0.66, -3.87, 1.73], [-3.70, -1.99, 2.65], [-4.09, -3.20, 3.89], [-4.31, -3.60, 2.17], [-4.67, -2.51, -1.00], [-3.38, -1.95, -2.09], [-4.69, -2.95, -2.72], [-2.07, -0.25, 0.30], [-0.91, -0.79, 1.52], [4.42, 2.45, -2.01], [3.85, 3.13, 0.24], [2.57, 1.92, 0.36], [-1.23, -1.91, -1.30], [-0.02, -2.48, -0.13], [1.10, 4.97, 2.58], [2.64, 4.15, 2.19], [1.09, 3.29, 1.98], [2.52, 4.16, -1.74], [1.19, 3.09, -1.28], [-2.97, -2.44, 0.50]],
  "mulliken_charge": [-0.701, -0.677, -0.615, -0.711, -0.898, -0.862, -0.510, -0.665, 0.743, 0.327, 0.221, 0.010, -0.128, -0.953, -0.004, -1.033, -0.738, -0.355, 0.129, -0.540, -0.725, -0.951, -0.702, 0.255, 0.986, 0.441, 0.375, 0.285, 0.343, 0.492, 0.246, 0.287, 0.312, 0.300, 0.240, 0.225, 0.337, 0.240, 0.158, 0.429, 0.456, 0.284, 0.301, 0.300, 0.293, 0.380, 0.269, 0.568, 0.266, 0.267]
}

[4]
{
  "formula": "C2H3HgO3",
  "method": "wB97M-V/def2-TZVPD",
  "e_homo_ev": [-8.323, -8.393],
  "max_force_ha_per_bohr": 0.152,
  "s2": 0.75,
  "orbital_gap_ev": [7.18, 6.62],
  "spin_multiplicity": 2,
  "symbols": ["C", "O", "H", "H", "O", "C", "O", "Hg", "H"],
  "coordinates": [[-1.80, -0.27, -1.00], [-1.67, 0.10, 0.16], [-2.76, -0.22, -1.56], [0.84, -0.44, -1.26], [1.22, -0.94, 0.85], [1.59, -0.14, -0.21], [1.33, 1.15, 0.21], [-0.07, 0.41, 1.28], [2.68, -0.25, -0.38]],
  "mulliken_charge": [0.067, -0.486, 0.306, 0.003, -0.726, 0.211, -0.723, 1.090, 0.259]
}